# CH5AlBCuN2O2

A molecular structure, CH5AlBCuN2O2 at a distorted geometry (wB97M-V/def2-TZVPD, OMol25).

The geometry in XYZ format:
```
13
Properties=species:S:1:pos:R:3:forces:R:3
N -1.070790 0.539930 -3.410322 1.978 -9.973 5.991
C -0.833267 -0.555318 -2.718438 -0.581 6.229 -1.437
O -0.466453 -1.527898 -1.635593 -0.701 4.281 -3.069
Al 0.957388 -0.736371 -0.617803 0.499 -0.754 -4.252
B 0.115662 0.140701 1.044753 -0.822 1.954 4.387
N 0.933307 1.281753 1.697412 -2.783 -1.697 -3.075
O -1.225823 -0.269073 1.589656 1.899 2.487 -0.518
H 1.597594 0.393499 -1.572896 -0.403 0.055 0.565
H 2.080994 -1.772790 -0.210266 -0.158 -0.501 0.862
H 1.788101 1.483225 1.128521 -0.857 0.020 0.807
H 0.268135 2.107451 1.626066 1.343 -0.706 0.412
H -1.582778 0.531112 2.082113 0.400 -1.361 -0.389
Cu -2.562068 -1.616221 0.996798 0.184 -0.035 -0.284
```
Positions in Å, forces in eV/Å.

Calculated values
- calculated total energy (eV) = -60094.43711
- ⟨S²⟩ = 0.76
- LUMO (spin up / spin down) (eV) = -6.200 / -8.369
- frontier orbital gap (spin up / spin down) (Eh) = 0.2807 / 0.1913
- largest force on an atom (eV/Å) = 11.80
- energy above the lowest of the compared OMol25 structures with the same formula, charge and spin (kcal per mole) = 39.81
- 2S+1 = 2
- HOMO energy (spin up / spin down) (eV) = -13.84 / -13.58
- charge = +1

Atomic partial charges in e from the natural (NBO) method, atoms 1 to 4: atom 1 (N): -0.33, atom 2 (C): 0.49, atom 3 (O): -0.84, atom 4 (Al): 1.09

# CH5BFeO5S

A molecular structure, CH5BFeO5S at a distorted geometry (wB97M-V/def2-TZVPD, OMol25).

The geometry in XYZ format:
```
14
Properties=species:S:1:pos:R:3:forces:R:3
C 1.615628 0.882686 0.284605 -1.149 0.597 0.423
O 0.461281 0.482640 -0.289372 0.190 0.148 -0.351
B -0.074475 -0.791375 -0.192226 -0.008 -0.691 0.071
O 0.594548 -1.851271 0.263695 0.016 0.554 0.350
O -1.347235 -0.979545 -0.813750 0.074 0.403 0.212
S -2.772981 -0.458694 -0.563497 0.155 0.042 -0.342
O -3.411045 -1.020839 0.571932 -0.291 -0.237 0.322
O -2.526526 1.077388 -0.482166 -0.153 -0.003 -0.031
H 1.704485 0.657882 1.351053 0.388 -0.339 -0.082
H 2.564589 0.261732 -0.224145 -0.518 -0.239 0.184
H 1.772010 1.947549 0.099445 0.221 -0.074 -0.202
H 0.641252 -2.071873 1.208961 -0.024 -0.355 -0.255
H -3.346501 1.578594 -0.251932 0.083 0.062 -0.053
Fe 4.124974 0.285130 -0.962598 1.015 0.132 -0.247
```
Positions in Å, forces in eV/Å.

Calculated values
- calculated total energy (eV) = -57216.94655
- ⟨S²⟩ = 8.76
- LUMO (spin up / spin down) (eV) = -16.377 / -17.698
- frontier orbital gap (spin up / spin down) (Eh) = 0.2299 / 0.2198
- largest force on an atom (eV/Å) = 1.36
- 2S+1 = 6
- HOMO energy (spin up / spin down) (eV) = -22.63 / -23.68
- charge = +3

Atomic partial charges in e from the natural (NBO) method, atoms 1 to 4: atom 1 (C): -0.03, atom 2 (O): -0.64, atom 3 (B): 1.35, atom 4 (O): -0.90

Look up the calculated total energy of the first one. -60094.43711 eV